No. 1
Computed, not measured: a molecular structure, C43H32NOP2S3Ti, with ωB97M-V/def2-TZVPD.

```
83
Properties=species:S:1:pos:R:3:forces:R:3
Ti 0.21835 0.29139 -0.49536 -0.0898 -0.1304 0.2319
O -1.79710 1.00610 2.43438 0.0437 -0.0117 -0.0091
S -1.85804 0.42947 1.08382 -0.0799 0.1352 -0.1043
C -2.84483 1.50370 0.03594 -0.0025 -0.0142 0.0447
C -4.19742 1.32017 -0.20722 0.0132 -0.0059 0.0134
C -4.87342 2.26253 -0.96913 -0.0051 -0.0037 -0.0032
C -4.20629 3.37278 -1.47210 0.0043 0.0063 -0.0036
C -2.85432 3.55413 -1.21756 0.0212 -0.0024 0.0010
C -2.15856 2.61355 -0.46626 0.0069 0.0294 0.0146
P -0.39583 2.77451 -0.03743 -0.1018 0.0048 -0.4620
C 0.49312 2.46272 -1.60458 -0.0036 0.1653 -0.0186
C -0.09012 1.96832 -2.77757 -0.0717 -0.0274 0.0522
C 0.70715 1.69867 -3.88739 -0.0033 -0.0278 -0.0155
C 2.07354 1.91836 -3.83729 -0.0009 0.0106 0.0172
C 2.66778 2.37740 -2.66435 -0.0070 -0.0157 -0.0111
C 1.89217 2.62174 -1.54785 -0.0090 0.0628 -0.0171
C -0.10572 4.50178 0.37829 0.0639 -0.1114 0.2420
C 0.27915 5.44399 -0.57342 -0.0241 0.0057 -0.0137
C 0.41321 6.77148 -0.19725 -0.0033 -0.0188 -0.0180
C 0.16254 7.15393 1.11391 -0.0002 -0.0024 0.0039
C -0.22101 6.21308 2.06033 0.0014 0.0249 -0.0072
C -0.35081 4.88271 1.69816 0.0243 -0.0462 0.0155
C -2.82627 -1.05241 1.12745 0.0124 -0.0137 -0.0122
C -3.78214 -1.20810 2.11916 -0.0056 -0.0020 0.0144
C -4.52231 -2.38103 2.14049 0.0038 0.0195 0.0039
C -4.29406 -3.37166 1.19166 0.0103 -0.0135 -0.0177
C -3.31449 -3.21061 0.22214 -0.0111 0.0013 0.0148
C -2.56477 -2.03779 0.18252 -0.0279 -0.0254 -0.0188
P -1.20426 -1.80741 -0.99244 0.0241 0.0343 -0.0086
C -1.93836 -1.42384 -2.60027 0.0258 -0.0165 0.0044
C -1.10555 -1.37296 -3.72215 0.0020 -0.0004 0.0060
C -1.62838 -1.02247 -4.95623 0.0105 -0.0053 0.0040
C -2.97460 -0.69939 -5.07583 -0.0057 0.0043 0.0031
C -3.80197 -0.73982 -3.96245 -0.0162 0.0019 0.0009
C -3.28961 -1.10476 -2.72601 0.0237 0.0130 0.0090
C -0.38619 -3.40951 -1.06439 0.0337 0.0555 0.0343
C -0.51120 -4.26735 -2.15090 -0.0208 -0.0036 0.0131
C 0.13273 -5.49777 -2.12663 -0.0069 0.0007 -0.0080
C 0.89101 -5.86585 -1.02619 0.0002 0.0005 0.0036
C 1.00899 -5.00974 0.06340 0.0017 -0.0009 0.0116
C 0.37438 -3.78083 0.04637 -0.0051 -0.0057 -0.0295
H -4.72165 0.46439 0.19695 -0.0090 0.0052 -0.0047
H -5.93078 2.13532 -1.15902 -0.0002 0.0066 -0.0052
H -4.74472 4.10755 -2.05542 -0.0068 -0.0039 0.0012
H -2.34194 4.43365 -1.58898 -0.0112 0.0017 -0.0039
H -1.16624 1.83797 -2.84317 -0.0022 -0.0008 -0.0019
H 0.24571 1.33569 -4.79579 0.0020 -0.0016 0.0031
H 2.68340 1.72598 -4.70975 0.0019 -0.0011 -0.0002
H 3.73727 2.53328 -2.62297 -0.0001 0.0019 0.0029
H 2.35555 2.97709 -0.63289 0.0058 0.0072 -0.0098
H 0.47226 5.15334 -1.59812 0.0139 -0.0165 -0.0139
H 0.71269 7.50813 -0.93030 0.0009 0.0016 0.0015
H 0.26995 8.19169 1.39936 -0.0002 0.0000 0.0035
H -0.41129 6.51466 3.08116 -0.0011 -0.0025 0.0003
H -0.64221 4.14303 2.43534 -0.0007 0.0022 0.0004
H -3.92183 -0.43300 2.86189 -0.0030 -0.0042 0.0038
H -5.27143 -2.52793 2.90657 -0.0008 -0.0015 -0.0006
H -4.86914 -4.28730 1.22108 -0.0030 0.0019 0.0044
H -3.11500 -4.00469 -0.48691 -0.0014 -0.0005 -0.0004
H -0.05663 -1.63307 -3.63376 -0.0005 0.0008 -0.0098
H -0.98832 -1.01375 -5.82901 -0.0020 0.0020 -0.0010
H -3.38160 -0.42920 -6.04103 0.0010 -0.0009 -0.0019
H -4.85329 -0.50348 -4.05904 0.0013 -0.0001 -0.0035
H -3.94504 -1.15489 -1.86599 -0.0066 -0.0028 -0.0007
H -1.10857 -3.98735 -3.00888 0.0070 -0.0087 -0.0091
H 0.03665 -6.16916 -2.96908 0.0011 -0.0008 -0.0004
H 1.39005 -6.82539 -1.01265 0.0006 -0.0002 -0.0018
H 1.59447 -5.30358 0.92426 0.0002 -0.0010 -0.0004
H 0.46157 -3.11415 0.89898 0.0078 -0.0077 0.0041
S 1.96736 -0.91304 -1.65955 -0.0132 0.0811 0.0343
C 2.36918 -0.92631 0.02017 0.0988 -0.1708 -0.0343
N 1.49611 -0.40579 0.88643 0.1623 0.0866 0.0469
C 1.97681 -0.42738 2.20210 -0.0245 -0.0682 -0.0235
C 1.32245 0.05429 3.32878 -0.0205 0.0319 0.0113
C 1.96501 -0.06443 4.54755 0.0165 -0.0084 -0.0142
C 3.22917 -0.65140 4.64673 -0.0132 0.0004 -0.0005
C 3.88266 -1.13396 3.52729 0.0148 -0.0131 0.0055
C 3.23923 -1.01345 2.30318 -0.0130 -0.0405 -0.0093
S 3.80510 -1.52493 0.72601 -0.0305 0.0509 0.0369
H 0.34255 0.50776 3.24736 -0.0003 -0.0041 0.0055
H 1.47985 0.30305 5.44131 -0.0015 0.0006 0.0001
H 3.70570 -0.73128 5.61392 0.0026 0.0016 -0.0005
H 4.86059 -1.58892 3.60494 0.0014 0.0048 0.0040
```
Forces are in eV/Å.

Summary:
LUMO (alpha / beta): -0.23196 / -0.22211 hartree
⟨S²⟩: 0.76
HOMO level (alpha / beta): -13.297 / -13.314 eV
Multiplicity: 2
Charge: +2

No. 2
Computed, not measured: a molecular structure, C43H33AsClF6IN3NaO4 at a distorted geometry, with ωB97M-V/def2-TZVPD.

```
93
Properties=species:S:1:pos:R:3:forces:R:3
Na -0.05699 -1.56704 2.75445 -0.7263 0.7464 -0.0982
C -0.29058 1.18161 4.46022 -0.2248 -0.0272 -0.2590
C -1.17437 1.10851 3.34877 0.1909 -0.0089 0.3095
C -1.97417 -0.04124 3.50651 -0.0787 0.0933 0.4118
C -1.58312 -0.67972 4.71340 -0.1774 0.3562 -0.0802
C -0.54517 0.07810 5.29193 -0.2277 0.0407 -0.0633
H 0.44671 1.95627 4.64048 0.0084 -0.0202 -0.0289
H -1.25904 1.84236 2.55485 0.0498 0.0065 -0.0137
H -2.76950 -0.36534 2.84649 0.0420 -0.0573 -0.0375
H -2.02054 -1.57822 5.13092 0.0348 -0.0296 -0.0530
H -0.03179 -0.15357 6.21524 0.0663 -0.0590 -0.0722
Cl -0.14322 -5.91110 -3.47175 0.0118 0.0959 0.0979
C -0.31062 -4.73275 -2.16953 0.1085 -0.0154 -0.0263
C -1.54832 -4.49393 -1.64374 -0.1207 0.0993 0.0763
C -1.72576 -3.56349 -0.61832 0.1560 -0.0123 -0.0563
I -3.64161 -3.26850 0.14943 -0.0226 0.0535 0.0241
C -0.67482 -2.79300 -0.04813 -0.2431 -0.3958 -0.2964
O -0.84421 -1.94188 0.84852 -0.0878 -0.2161 -0.5519
C 0.65238 -3.10700 -0.62120 0.0475 0.1680 0.1030
N 1.70150 -2.43903 -0.08755 -0.1414 -0.0383 -0.0312
C 2.90864 -2.67471 -0.52950 -0.0031 -0.0312 -0.0464
C 3.18179 -3.59093 -1.56223 0.0501 0.0606 0.0644
C 2.14312 -4.27168 -2.12579 -0.0447 -0.0311 -0.0242
C 0.82502 -4.05584 -1.66256 0.0328 -0.0408 -0.0868
H -2.40331 -5.03150 -2.03275 -0.0133 0.0064 0.0054
H 3.71739 -2.12681 -0.04993 -0.0128 -0.0234 -0.0138
H 4.20076 -3.74586 -1.89499 -0.0111 0.0069 -0.0011
H 2.31068 -4.98478 -2.92255 -0.0060 0.0058 0.0028
O 4.02161 0.81803 -5.80575 0.0422 0.0510 0.0593
C 4.99436 0.84350 -4.78807 -0.0777 0.0944 -0.0242
N 4.48769 1.28874 -3.50866 0.0819 0.1238 -0.1526
C 3.44783 0.59563 -2.95567 -0.2498 0.0108 0.4714
O 3.02969 -0.42083 -3.48666 0.0397 -0.0558 -0.0929
C 2.86394 1.12634 -1.67895 0.2257 -0.2178 -0.5064
C 3.39733 2.19843 -0.97752 0.0720 0.1885 0.1339
C 2.77791 2.61566 0.18438 0.0129 -0.0373 -0.0577
C 1.63983 1.93454 0.60005 -0.0809 -0.0098 0.1983
N 1.12727 0.90476 -0.05770 -0.0028 -0.2408 -0.2148
C 1.73204 0.50061 -1.17070 -0.0457 0.2034 0.2465
H 3.34065 0.20589 -5.48796 0.0208 -0.0447 -0.0087
H 5.76167 1.54774 -5.10125 0.0623 -0.0228 -0.0259
H 5.44121 -0.14177 -4.65227 -0.0355 -0.0857 0.0047
H 4.58642 2.26168 -3.27779 -0.0250 -0.0047 0.0219
H 4.29901 2.70200 -1.30810 -0.0043 -0.0239 0.0006
H 3.16505 3.44231 0.76365 0.0026 -0.0044 0.0156
H 1.11958 2.21090 1.51415 0.0079 0.0015 -0.0289
H 1.31179 -0.35035 -1.69258 -0.0161 -0.0042 0.0258
C -3.83577 -1.21285 -3.95933 0.0027 0.0346 0.0684
C -2.49900 -1.28042 -3.59161 -0.0296 0.0366 0.0201
C -2.06721 -0.64292 -2.43564 -0.0001 -0.0664 0.0482
C -2.95535 0.07431 -1.63602 0.1123 -0.0065 0.0678
C -4.29427 0.13405 -2.01145 0.0305 0.0414 -0.0232
C -4.73038 -0.50414 -3.16581 0.0430 -0.0149 0.0031
As -2.17753 0.88441 -0.00104 -0.1698 0.2515 -0.4643
C -3.75435 1.83923 0.65374 -0.0028 -0.2100 0.0590
C -4.79316 1.28917 1.39337 0.0137 0.0444 0.0366
C -5.78936 2.11090 1.90210 0.0168 0.0558 -0.0349
C -5.72975 3.48737 1.69887 0.0564 -0.0631 -0.0117
C -4.69002 4.04135 0.96666 -0.0191 -0.0063 0.0280
C -3.70532 3.21647 0.42964 0.1252 0.1249 -0.1756
C -2.59198 3.65307 -0.44869 -0.2155 -0.0653 0.1424
C -2.38290 4.95368 -0.90089 0.0342 0.0068 -0.0118
C -1.37768 5.21379 -1.82030 0.0260 -0.0854 0.0139
C -0.58996 4.17143 -2.30306 -0.0640 0.0251 0.0480
C -0.78262 2.87741 -1.83536 0.0031 0.0132 0.0632
C -1.76759 2.61219 -0.89099 -0.0218 -0.1092 0.0191
H -4.18184 -1.72333 -4.85021 -0.0031 0.0039 0.0018
H -1.79380 -1.84972 -4.18542 -0.0030 -0.0048 0.0121
H -1.02886 -0.74290 -2.13394 -0.0188 0.0124 0.0134
H -5.00552 0.67498 -1.39834 0.0114 0.0043 0.0061
H -5.77815 -0.45670 -3.44037 0.0029 -0.0018 0.0012
H -4.81992 0.22247 1.58210 0.0162 0.0018 0.0125
H -6.60166 1.68119 2.47516 0.0015 0.0092 0.0130
H -6.49311 4.12994 2.12131 -0.0056 -0.0029 -0.0079
H -4.64918 5.11414 0.81649 -0.0106 -0.0048 -0.0078
H -3.01281 5.76269 -0.54844 0.0062 -0.0077 -0.0046
H -1.21528 6.22599 -2.17174 -0.0026 -0.0071 -0.0090
H 0.17660 4.36748 -3.04377 -0.0013 0.0029 0.0032
H -0.16565 2.07525 -2.22240 0.0035 0.0003 0.0360
C 2.76304 -0.74472 2.83032 0.0000 -0.0408 0.0144
C 2.59730 -1.95998 3.78582 0.1246 -0.1237 0.0551
O 1.34641 -2.38255 3.91450 1.2918 -0.4802 0.6434
C 3.52239 -3.12464 3.25657 -0.0653 0.1583 -0.0009
F 3.90508 -3.99027 4.22571 -0.0178 -0.0185 -0.0981
F 2.89079 -3.84851 2.32602 0.0812 0.0173 0.0218
F 4.68348 -2.69438 2.67052 -0.0352 -0.0985 0.0532
C 3.19667 -1.52646 5.16548 -0.0272 0.0083 -0.1295
F 2.94692 -2.39564 6.15521 0.0312 0.0430 -0.0005
F 4.56034 -1.37200 5.12443 -0.0572 0.0213 0.0768
F 2.70822 -0.33869 5.56349 0.0510 -0.0497 0.0220
H 2.42173 -1.03574 1.83230 0.0186 -0.0292 0.0572
H 3.78865 -0.37261 2.76622 -0.0066 -0.0042 0.0092
H 2.11664 0.05345 3.20548 -0.0144 -0.0706 -0.0114
```
Forces are in eV/Å.

Summary:
LUMO: 0.13000 hartree
HOMO level: -1.213 eV
Charge: -2

Relative energy (zero: lowest compared OMol25 entry of this formula, charge and spin) (kJ/mol)
9.84 129.33